The following is a quantum chemistry calculation of a molecular structure, C34H24Cl4N6O2S3V, from OMol25.

- Expectation value of S²: 3.776
- 2S+1: 4
- HOMO (spin up / spin down): -0.023 / -0.059 Ha
- Charge: -2
- Orbital gap (spin up / spin down): 4.4 / 5.4 eV
- Relative energy (zero: lowest compared OMol25 entry of this formula, charge and spin): 434.45 kJ/mol

Each line ends with the Löwdin spin population.
Cartesian coordinates (Å):
V1 0.100 -0.554 0.605  1.9601
C1 -1.927 2.381 -1.196  0.0019
N1 -1.118 1.184 -1.310  0.0218
C2 -1.718 0.270 -2.292  0.0022
C3 -2.398 -0.946 -1.675  0.0004
N2 -1.471 -1.856 -0.981  -0.0056
C4 -0.701 -2.606 -1.970  0.0000
C5 -2.157 -2.690 -0.030  0.0012
C6 -2.261 -4.067 -0.183  0.0003
C7 -2.883 -4.850 0.784  0.0002
C8 -3.415 -4.249 1.913  0.0002
C9 -3.304 -2.875 2.078  0.0002
C10 -2.665 -2.074 1.131  0.0007
S1 -2.399 -0.367 1.393  -0.0202
C11 0.340 1.281 -1.521  0.0336
C12 0.614 2.298 -2.662  0.0028
C13 2.020 2.718 -2.828  0.0074
C14 4.135 2.296 -1.598  0.1040
C15 3.741 2.191 -0.320  0.0387
C16 2.444 1.672 0.069  0.3516
S2 2.406 0.369 1.167  0.2412
H1 -2.069 2.904 -2.157  0.0011
H2 -1.517 3.093 -0.487  0.0003
H3 -2.908 2.086 -0.817  0.0001
H4 -0.961 -0.041 -3.012  0.0001
H5 -2.491 0.808 -2.859  0.0004
H6 -2.910 -1.503 -2.477  -0.0002
H7 -3.143 -0.603 -0.961  0.0000
H8 -1.363 -3.194 -2.624  -0.0004
H9 0.004 -3.259 -1.463  0.0000
H10 -0.137 -1.900 -2.571  0.0000
H11 -1.825 -4.555 -1.043  0.0000
H12 -2.919 -5.925 0.660  0.0000
H13 -3.880 -4.849 2.686  0.0000
H14 -3.664 -2.400 2.982  -0.0001
H15 -0.146 2.577 -3.383  0.0009
H16 2.127 3.501 -3.576  0.0010
H17 5.133 2.653 -1.835  0.0089
H18 4.461 2.367 0.478  0.0093
S3 0.943 7.033 -1.184  -0.0002
N3 1.280 5.696 -2.067  0.0024
C17 1.079 4.657 -1.295  0.0016
C18 1.286 3.255 -1.636  0.0024
C19 3.235 1.808 -2.721  0.0175
C20 2.970 0.315 -2.587  0.0166
C21 1.994 -0.384 -1.955  0.0061
N4 0.776 -0.055 -1.441  0.0023
C22 1.155 2.220 -0.526  0.0463
C23 0.382 2.653 0.665  0.0239
N5 -0.122 1.656 1.395  0.0157
C24 -0.648 1.942 2.588  0.0060
C25 -0.748 3.243 3.059  0.0090
C26 -0.324 4.290 2.253  0.0069
C27 0.254 3.999 1.029  0.0084
C28 0.631 5.013 0.036  0.0020
N6 0.522 6.306 0.218  -0.0013
H19 3.783 1.943 -3.660  0.0002
H20 3.836 -0.281 -2.861  0.0022
H21 2.206 -1.445 -1.823  0.0016
H22 -0.997 1.087 3.155  -0.0001
H23 -1.185 3.427 4.030  0.0004
H24 -0.446 5.323 2.556  0.0003
Cl1 0.652 -5.133 5.656  0.0002
C29 0.712 -4.353 4.103  0.0020
C30 1.023 -5.079 2.971  0.0014
Cl2 1.350 -6.783 3.074  0.0000
C31 1.066 -4.429 1.724  0.0039
Cl3 1.434 -5.313 0.272  0.0009
C32 0.803 -3.075 1.605  0.0009
O1 0.811 -2.414 0.475  0.0300
C33 0.466 -2.320 2.776  0.0002
O2 0.195 -1.066 2.597  0.0213
C34 0.435 -2.979 4.001  0.0036
Cl4 0.018 -2.045 5.406  0.0010

***

The following is a quantum chemistry calculation of a molecular structure, C34H24IrNP2S2 at a distorted geometry, from OMol25.

- 2S+1: 1
- HOMO (spin up / spin down): -0.255 / -0.254 Ha
- Charge: 0
- Orbital gap (spin up / spin down): 5.6 / 5.6 eV
- Relative energy (zero: lowest compared OMol25 entry of this formula, charge and spin): 289.23 kJ/mol

Each line ends with the natural charge from an NBO analysis.
Cartesian coordinates (Å):
Ir1 0.689 -0.057 -2.582  0.6585
S1 3.150 -0.438 -2.525  -0.5381
P1 2.546 -0.851 -0.630  1.4198
C1 0.959 -0.182 -0.606  -1.1691
P2 0.454 1.407 -0.227  1.4067
S2 0.857 2.392 -1.951  -0.3029
C2 1.186 2.066 1.287  -0.3298
C3 2.351 2.827 1.236  -0.2052
C4 2.937 3.271 2.411  -0.1993
C5 2.364 2.953 3.635  -0.1926
C6 1.204 2.193 3.688  -0.2165
C7 0.611 1.753 2.515  -0.1969
C8 -1.307 1.371 0.065  -0.4776
C9 -1.967 0.166 0.290  -0.1075
C10 -3.327 0.084 0.125  -0.2024
C11 -4.095 1.194 -0.357  -0.2361
C12 -3.419 2.463 -0.249  -0.2053
C13 -2.062 2.538 -0.114  -0.1769
C14 2.437 -2.630 -0.315  -0.4198
C15 1.228 -3.298 -0.481  -0.1883
C16 1.165 -4.671 -0.289  -0.1961
C17 2.305 -5.377 0.067  -0.1937
C18 3.513 -4.712 0.233  -0.2277
C19 3.581 -3.342 0.041  -0.1208
C20 3.659 -0.238 0.653  -0.4451
C21 3.348 -0.486 1.991  -0.1782
C22 4.183 -0.017 2.990  -0.2065
C23 5.334 0.689 2.657  -0.1946
C24 5.644 0.935 1.329  -0.2200
C25 4.803 0.476 0.323  -0.1326
H1 2.788 3.072 0.275  0.2341
H2 3.842 3.864 2.372  0.2190
H3 2.822 3.302 4.552  0.2169
H4 0.755 1.952 4.643  0.2192
H5 -0.304 1.172 2.552  0.2302
H6 -1.386 -0.718 0.523  0.2229
H7 -3.831 -0.868 0.252  0.2109
H8 -5.071 1.219 0.117  0.2403
H9 -4.000 3.365 -0.409  0.2068
H10 -1.558 3.497 -0.180  0.2186
H11 0.344 -2.739 -0.761  0.2388
H12 0.224 -5.188 -0.417  0.2174
H13 2.253 -6.447 0.218  0.2170
H14 4.403 -5.262 0.511  0.2177
H15 4.524 -2.824 0.172  0.2135
H16 2.457 -1.048 2.247  0.2261
H17 3.938 -0.201 4.028  0.2205
H18 5.989 1.049 3.441  0.2173
H19 6.540 1.485 1.072  0.2177
H20 5.027 0.675 -0.718  0.2319
N1 -9.256 0.034 -2.897  -0.3148
C26 -8.109 -0.016 -2.853  0.2814
C27 -6.672 -0.089 -2.790  -0.1930
C28 -5.950 0.995 -2.356  -0.1181
C29 -4.521 0.960 -2.210  -0.2402
C30 -3.889 -0.209 -2.786  -0.0662
C31 -4.650 -1.298 -3.216  -0.1391
C32 -6.025 -1.267 -3.203  -0.1825
C33 -2.476 -0.238 -2.818  -0.1883
C34 -1.258 -0.174 -2.752  -0.2020
H21 -6.468 1.901 -2.063  0.2178
H22 -4.072 1.847 -2.639  0.2568
H23 -4.130 -2.173 -3.583  0.2179
H24 -6.611 -2.112 -3.532  0.2281

***

The following is a quantum chemistry calculation of a molecular structure, C34H25AsClLiN2O, from OMol25.

- 2S+1: 1
- HOMO: -0.263 Ha
- Charge: 0
- Orbital gap: 6.8 eV
- Relative energy (zero: lowest compared OMol25 entry of this formula, charge and spin): 25.05 kJ/mol

Each line ends with the natural charge from an NBO analysis.
Cartesian coordinates (Å):
Li1 -0.275 1.165 -0.125  0.8812
Cl1 5.066 5.837 -1.067  -0.0294
C1 3.968 4.523 -0.721  -0.1176
C2 4.487 3.272 -0.349  -0.1726
C3 3.650 2.229 -0.072  -0.2955
C4 2.228 2.357 -0.148  0.4240
O1 1.482 1.358 0.115  -0.8345
C5 1.727 3.649 -0.522  -0.1983
C6 0.323 3.940 -0.618  0.1892
N1 -0.615 3.086 -0.408  -0.5825
C7 -1.967 3.458 -0.466  0.1204
C8 -2.469 4.727 -0.344  -0.2303
C9 -3.860 4.968 -0.386  -0.1868
C10 -4.743 3.941 -0.530  -0.2060
C11 -4.263 2.611 -0.629  -0.1071
C12 -5.127 1.497 -0.758  -0.1113
C13 -4.599 0.246 -0.847  -0.2735
C14 -3.196 0.106 -0.802  0.0855
N2 -2.360 1.100 -0.680  -0.4986
C15 -2.881 2.364 -0.596  0.2132
C16 2.619 4.703 -0.805  -0.1733
H1 5.560 3.146 -0.283  0.2201
H2 4.042 1.263 0.212  0.2215
H3 0.081 4.970 -0.905  0.1536
H4 -1.800 5.561 -0.188  0.2153
H5 -4.220 5.983 -0.291  0.2180
H6 -5.809 4.119 -0.554  0.2146
H7 -6.197 1.657 -0.782  0.2169
H8 -5.222 -0.630 -0.948  0.2240
H9 -2.750 -0.882 -0.889  0.1894
H10 2.222 5.671 -1.088  0.2132
C17 -1.099 -6.235 -1.257  -0.2117
C18 0.239 -5.940 -1.050  -0.2016
C19 0.642 -4.634 -0.803  -0.2479
C20 -0.294 -3.608 -0.759  -0.2230
C21 -1.633 -3.909 -0.997  -0.2614
C22 -2.038 -5.214 -1.233  -0.1980
As1 0.186 -1.735 -0.497  0.8578
C23 -0.264 -1.489 1.404  -0.2484
C24 0.550 -0.733 2.242  -0.2705
C25 0.153 -0.467 3.547  -0.1946
C26 -1.056 -0.947 4.025  -0.2144
C27 -1.878 -1.688 3.189  -0.2117
C28 -1.487 -1.950 1.885  -0.2531
C29 2.122 -1.845 -0.364  -0.3485
C30 2.872 -1.250 -1.370  -0.1290
C31 4.258 -1.308 -1.339  -0.2337
C32 4.901 -1.951 -0.293  -0.2076
C33 4.158 -2.544 0.719  -0.2060
C34 2.772 -2.495 0.681  -0.2314
H11 -1.408 -7.254 -1.447  0.2148
H12 0.980 -6.728 -1.080  0.2148
H13 1.692 -4.425 -0.646  0.2267
H14 -2.380 -3.122 -1.019  0.2004
H15 -3.082 -5.431 -1.411  0.2120
H16 1.478 -0.319 1.869  0.2518
H17 0.797 0.124 4.184  0.2156
H18 -1.358 -0.740 5.043  0.2138
H19 -2.826 -2.064 3.550  0.2124
H20 -2.144 -2.539 1.254  0.2088
H21 2.378 -0.722 -2.178  0.2128
H22 4.833 -0.835 -2.124  0.2175
H23 5.983 -1.989 -0.263  0.2146
H24 4.655 -3.048 1.537  0.2137
H25 2.197 -2.960 1.474  0.2221

***

The following is a quantum chemistry calculation of a molecular structure, C34H25Br2F3IO20P at a distorted geometry, from OMol25.

- 2S+1: 1
- HOMO: -0.327 Ha
- Charge: 0
- Orbital gap: 7.0 eV
- Relative energy (zero: lowest compared OMol25 entry of this formula, charge and spin): 0.00 kJ/mol

Each line ends with the Löwdin charge.
Cartesian coordinates (Å):
O1 4.148 -7.921 4.813  -0.3003
P1 4.229 -6.984 3.583  0.5634
O2 4.017 -8.025 2.215  -0.8296
I1 5.454 -7.756 0.824  1.0102
O3 2.974 -5.850 3.760  -0.2343
C1 1.841 -6.409 3.030  -0.2463
C2 0.438 -5.714 3.358  -0.1555
C3 0.373 -4.148 3.043  -0.6884
F1 1.082 -3.929 1.808  -0.0399
Br1 1.149 -3.075 4.561  0.7238
C4 -1.179 -3.646 2.923  -0.7145
F2 -1.949 -4.466 2.041  -0.0221
F3 -1.142 -2.273 2.498  -0.0282
Br2 -1.971 -3.793 4.762  0.7294
O4 5.794 -6.317 3.589  -0.2359
C5 5.828 -4.954 3.139  -0.2599
C6 5.027 -4.347 1.964  -0.0555
C7 5.236 -2.854 1.618  -0.0518
C8 6.213 -1.925 2.377  -0.0578
C9 7.039 -2.518 3.546  -0.0600
C10 6.820 -4.005 3.902  0.0039
H1 1.998 -6.322 1.887  0.1319
H2 1.709 -7.534 3.271  0.1397
H3 -0.351 -6.262 2.711  0.1444
H4 0.181 -5.947 4.449  0.1203
H5 4.315 -5.021 1.378  0.0539
H6 4.637 -2.381 0.760  0.0979
H7 6.369 -0.817 2.112  0.0647
H8 7.801 -1.912 4.131  0.0888
H9 7.452 -4.439 4.760  0.1056
C11 -4.558 -2.836 0.805  0.0824
C12 -4.184 -1.717 0.193  -0.2100
C13 -5.119 -0.962 -0.689  -0.2824
O5 -4.747 0.072 -1.220  0.0921
C14 -6.465 -1.508 -0.889  0.0861
C15 -6.839 -2.635 -0.276  -0.2143
C16 -5.910 -3.372 0.628  -0.3041
O6 -6.290 -4.387 1.186  0.1172
O7 -8.084 -3.156 -0.453  0.0997
O8 -2.926 -1.220 0.355  0.0942
H10 -3.884 -3.385 1.448  0.1140
H11 -7.129 -0.962 -1.545  0.1303
H12 -8.107 -3.965 0.094  0.1175
H13 -2.898 -0.405 -0.184  0.1183
C17 -7.779 3.521 -3.392  0.0819
C18 -7.671 4.235 -4.514  -0.2213
C19 -6.663 3.896 -5.557  -0.3171
O9 -6.606 4.560 -6.578  0.1096
C20 -5.765 2.765 -5.304  0.0567
C21 -5.868 2.051 -4.181  -0.2260
C22 -6.897 2.374 -3.149  -0.2995
O10 -6.978 1.692 -2.143  0.1091
O11 -5.035 1.000 -3.936  0.0863
O12 -8.481 5.304 -4.752  0.0937
H14 -8.508 3.755 -2.628  0.1373
H15 -5.026 2.541 -6.062  0.1406
H16 -5.301 0.643 -3.062  0.0747
H17 -8.207 5.647 -5.625  0.1160
C23 6.360 4.515 2.546  0.0794
C24 5.928 3.410 1.935  -0.2186
C25 6.796 2.205 1.803  -0.3035
O13 6.360 1.206 1.255  0.0831
C26 8.157 2.275 2.343  0.0784
C27 8.591 3.382 2.951  -0.2196
C28 7.714 4.577 3.107  -0.3113
O14 8.137 5.563 3.684  0.1159
O15 9.852 3.462 3.454  0.0987
O16 4.675 3.339 1.407  0.0975
H18 5.740 5.396 2.650  0.1387
H19 8.782 1.400 2.225  0.1377
H20 9.921 4.357 3.842  0.1183
H21 4.604 2.442 1.025  0.1169
C29 -2.730 6.716 -3.876  0.0801
C30 -1.548 7.149 -4.322  -0.2208
C31 -0.541 6.209 -4.891  -0.3131
O17 0.520 6.642 -5.306  0.1112
C32 -0.874 4.781 -4.924  0.0784
C33 -2.054 4.347 -4.475  -0.2126
C34 -3.072 5.291 -3.931  -0.2996
O18 -4.146 4.862 -3.546  0.1131
O19 -2.374 3.024 -4.497  0.0954
O20 -1.215 8.468 -4.275  0.0954
H22 -3.470 7.388 -3.462  0.1377
H23 -0.127 4.107 -5.323  0.1374
H24 -3.276 2.966 -4.122  0.0880
H25 -0.317 8.522 -4.656  0.1168